{"formula": "C48H38N5O2PSTc", "method": "wB97M-V/def2-TZVPD", "symbols": ["C", "C", "C", "H", "H", "C", "N", "C", "C", "O", "H", "C", "H", "H", "C", "C", "H", "C", "O", "C", "H", "C", "P", "H", "H", "C", "C", "C", "C", "H", "C", "H", "C", "N", "H", "C", "H", "H", "C", "C", "C", "C", "Tc", "H", "H", "C", "C", "H", "H", "C", "C", "H", "H", "C", "C", "C", "H", "H", "C", "C", "H", "C", "H", "H", "C", "H", "C", "H", "H", "H", "H", "H", "C", "C", "C", "N", "H", "H", "H", "C", "C", "C", "C", "C", "H", "H", "H", "N", "C", "C", "H", "S", "C", "N", "C", "C"], "coordinates": [[2.0071, -1.9718, 2.4101], [-5.0939, 0.6669, 4.7382], [3.5392, 0.0857, -1.8793], [-4.4384, 0.2872, 1.4286], [6.2821, 1.9806, -2.4404], [5.4636, -1.2984, -2.2684], [0.9063, -2.2131, 3.1615], [-3.5433, 0.3398, -3.0843], [-1.0554, -3.5740, 3.4323], [0.5357, 0.3290, 1.9004], [5.9106, -2.2793, -2.3510], [-0.7701, 3.7033, 0.1233], [3.5058, -2.0707, -1.8491], [-4.5151, -0.0823, -3.2963], [-1.6159, 1.5868, -3.7785], [1.1873, -1.8820, 4.4792], [-2.8873, -4.6784, 3.5795], [-2.9646, 0.7106, 2.9253], [0.1999, 1.9421, -2.2328], [5.6685, 1.0999, -2.3138], [-1.1944, -3.5083, -0.4646], [0.0317, -1.5114, -2.8802], [1.7506, 0.0723, -1.6207], [7.2789, -0.2566, -2.7132], [3.8829, 2.2140, -1.9175], [-2.3368, -3.9215, 3.0396], [-0.3428, 1.1036, 3.9247], [-4.2708, 0.4609, 2.4827], [1.0935, -0.6040, -3.1176], [-1.8237, 3.4639, 0.0395], [-0.4974, 0.6792, 2.5747], [-1.1101, 2.1544, -4.5448], [-2.9887, 0.2080, -1.8280], [-1.2124, 0.5031, -0.2060], [1.0028, 2.4486, -4.0959], [0.1902, 2.7756, 0.4042], [4.6887, -1.6858, 2.0716], [-2.3854, -4.4461, -2.3386], [-1.8330, 0.6566, 2.0263], [1.5278, 3.0124, 0.5492], [1.9521, 4.3311, 0.3510], [-1.7325, -3.6020, -2.5160], [0.4240, -0.6834, 0.0842], [3.0439, -1.0922, 5.3458], [-0.5795, -4.0515, 4.2766], [2.4595, -1.4439, 4.5151], [-1.0707, -3.0174, -1.4177], [-2.0875, -3.5473, -4.6191], [-3.5242, -0.3263, -1.0558], [-2.1262, -2.3450, 1.2713], [-0.6055, -2.0971, -4.0004], [0.6662, 1.2522, 4.2845], [0.0818, 3.7413, -3.2694], [-1.5585, -3.1163, -3.7799], [-2.8577, 1.0489, -4.0578], [4.1138, -1.1852, -1.9897], [3.0019, 4.5739, 0.4621], [1.6683, 3.2558, -2.6535], [-1.4148, 1.2259, 4.7478], [-1.0315, 1.4284, -2.5256], [-6.3213, 0.2365, 3.0270], [-0.2608, -1.9079, -1.5394], [1.1338, -0.5563, -6.4929], [-5.9215, 0.6218, 5.4319], [-0.3656, -2.6214, 2.6981], [-1.0409, 5.7753, -0.3479], [-1.7308, 0.7278, -1.5221], [0.4569, -1.9650, 5.2623], [-2.5315, -1.8170, 0.4209], [-3.8890, -3.4988, 1.6025], [-1.2654, 1.5046, 5.7836], [4.8962, -0.8714, 3.6393], [0.7581, 2.8973, -3.1303], [-0.2195, -1.6918, -5.2973], [-2.8896, -3.2775, 1.9459], [2.9598, -1.5081, 3.2335], [2.2453, 2.2409, 0.8054], [-0.7290, -2.1203, -6.1507], [-3.6428, 1.1306, 6.2405], [-5.3177, 0.4363, 3.3774], [-3.8255, 0.9399, 5.1907], [0.8265, -0.8222, -5.4913], [-0.3204, 5.0095, -0.0915], [1.0296, 5.3129, 0.0205], [-3.2930, 1.1925, -5.0363], [1.3630, 6.3291, -0.1427], [2.3701, 0.3565, -4.5432], [-0.8697, -2.0320, 1.6074], [4.2402, -0.9978, 2.7835], [4.3199, 1.2287, -2.0193], [4.0939, -0.0382, 2.2856], [2.2213, -2.2686, 0.7526], [6.2362, -0.1578, -2.4470], [-2.0847, 0.6893, 0.7194], [1.5144, -0.2919, -4.3954], [-2.7427, 0.9633, 4.2962]], "atomic_forces_ev_per_a": [[0.2, -0.1, 0.4], [-0.1, 0.0, 0.1], [-0.1, 0.4, 0.2], [-0.1, 0.0, 0.0], [0.0, 0.0, 0.0], [0.0, 0.0, 0.0], [0.5, 0.2, 0.0], [0.0, 0.1, 0.0], [0.1, 0.1, 0.0], [0.4, 0.2, -0.1], [0.0, 0.0, 0.0], [0.0, 0.2, -0.1], [0.0, 0.0, -0.1], [0.0, 0.0, 0.0], [0.0, 0.0, -0.1], [0.0, 0.0, 0.2], [0.0, 0.0, 0.0], [-0.3, 0.1, 0.2], [0.0, 0.0, 0.1], [0.1, 0.0, 0.0], [0.0, 0.0, 0.0], [0.0, 0.0, -0.1], [-0.4, -1.1, -0.2], [0.1, 0.0, 0.1], [0.0, 0.0, 0.0], [0.0, 0.1, -0.1], [0.2, 0.0, 0.2], [0.1, 0.0, 0.0], [0.0, 0.0, 0.2], [0.0, -0.1, 0.0], [-0.5, 0.0, -0.2], [0.1, 0.0, 0.0], [0.2, -0.1, 0.0], [0.2, -0.2, 0.3], [0.0, 0.0, 0.0], [0.0, 0.2, 0.4], [0.0, -0.1, 0.1], [0.0, 0.0, 0.0], [0.8, -0.1, 0.0], [0.2, 0.2, -0.1], [0.0, -0.2, 0.0], [-0.1, 0.0, -0.2], [0.1, -0.9, -0.1], [0.0, 0.0, 0.0], [0.0, 0.0, 0.0], [-0.1, 0.0, 0.2], [0.3, 0.1, 0.2], [0.0, 0.0, 0.0], [0.0, 0.0, 0.0], [-0.1, 0.0, 0.1], [0.0, 0.2, 0.1], [0.0, 0.0, 0.0], [-0.1, -0.1, 0.0], [-0.1, -0.2, 0.1], [0.0, 0.0, 0.0], [-0.1, 0.0, 0.0], [0.0, 0.1, 0.0], [0.0, 0.0, 0.0], [0.2, 0.0, -0.2], [-0.2, -0.1, 0.2], [0.0, 0.0, 0.0], [0.3, 0.0, 0.1], [0.0, 0.0, 0.0], [0.0, 0.1, 0.0], [-0.4, -0.2, -0.1], [0.0, 0.1, 0.0], [-0.3, 0.2, -0.3], [-0.1, 0.0, 0.0], [0.0, -0.1, 0.0], [0.0, 0.0, 0.0], [0.0, 0.0, 0.0], [0.0, 0.0, 0.0], [0.2, 0.2, -0.1], [0.1, 0.0, 0.1], [0.0, 0.0, 0.0], [-0.6, -0.1, -0.1], [0.0, -0.1, 0.1], [0.0, 0.0, 0.0], [0.0, 0.0, 0.0], [0.1, 0.0, 0.0], [0.0, 0.0, -0.1], [0.0, 0.0, -0.1], [-0.2, -0.2, 0.0], [0.1, 0.2, 0.0], [0.0, 0.0, 0.0], [0.0, 0.0, 0.0], [0.0, 0.0, 0.0], [0.3, 0.1, -0.3], [0.3, 0.1, -0.2], [-0.1, 0.1, 0.1], [0.0, 0.0, 0.1], [-0.4, 0.4, -0.6], [-0.1, 0.0, -0.1], [-0.5, 0.3, -0.1], [0.1, 0.1, 0.2], [-0.3, -0.1, -0.2]], "s2": 3.967, "energy_ev": -84245.0499, "homo_lumo_gap_ev": [5.6, 5.7], "charge": 2, "lumo_energy_ha": [-0.2502, -0.2586], "relative_energy_kj_mol": 194.2, "multiplicity": 4, "max_force_ev_per_a": 1.2}